#a
17
Properties=species:S:1:pos:R:3 method="wB97M-V/def2-TZVPD" orbital_gap_ev=9.006 e_lumo_ha=-0.13707 total_charge=+1
N 0.22 -1.12 1.91
C 1.50 -1.02 1.69
H 3.01 -0.38 0.60
H -1.37 -0.68 -2.25
H -2.54 1.60 -1.77
H -0.40 -0.61 1.29
H 1.49 0.38 0.29
H -2.35 2.03 -0.07
H -2.77 0.39 -0.44
C -0.42 -0.64 -1.73
C -2.22 1.24 -0.80
N 2.00 -0.46 0.61
S -0.45 0.91 -0.77
H -0.42 -1.47 -1.02
H -0.15 -1.44 2.79
H 0.36 -0.63 -2.48
H 2.10 -1.56 2.41


#b
17
Properties=species:S:1:pos:R:3 method="wB97M-V/def2-TZVPD" orbital_gap_ev="8.942 / 8.942" e_lumo_ha="-0.16993 / -0.16992" total_charge=+1
H 2.07 2.28 1.01
C 0.43 0.18 -0.63
N 1.50 0.57 -0.12
H 3.25 -1.02 -0.43
H 2.86 2.24 -0.44
H -0.15 -1.76 -1.40
H -3.88 -0.17 1.02
H 1.08 2.48 -0.56
H -0.99 -1.17 -0.13
H -2.17 0.28 0.92
H 0.65 -1.68 0.22
H -2.84 -1.52 0.35
S 2.54 -0.94 0.63
C 1.92 1.94 -0.02
N -0.05 -1.22 -0.44
C -2.91 -0.42 0.49
H -3.30 -0.08 -0.45


Most stable: #a. Least stable: #b.


#a
14
Properties=species:S:1:pos:R:3 method="wB97M-V/def2-TZVPD" orbital_gap_ev=5.835 e_lumo_ha=-0.05642
H -1.35 1.19 -1.36
C -0.13 -1.92 0.93
H -0.41 -0.69 -2.73
C -0.49 0.43 0.49
C 0.55 1.30 -0.41
C -0.60 0.46 -1.09
H 1.10 -0.34 1.70
C -0.11 2.08 0.52
H 0.50 -2.68 1.39
H 0.36 2.73 1.23
H 1.51 0.80 -0.39
H -1.00 -2.12 0.30
C 0.17 -0.64 1.19
N -0.12 -0.61 -1.77


#b
14
Properties=species:S:1:pos:R:3 method="wB97M-V/def2-TZVPD" smiles=Nc1ccccc1 orbital_gap_ev=9.093 e_lumo_ha=0.04031
C -0.58 0.27 1.48
H -0.28 -1.66 2.42
H 1.29 -1.07 -1.58
N 0.04 1.35 -1.86
C 0.16 0.52 -0.72
C -0.12 1.14 0.49
C 0.78 -0.76 -0.68
H -1.34 0.65 2.16
H 0.74 -2.68 0.36
C -0.19 -1.07 1.52
C 0.46 -1.60 0.37
H -0.77 1.94 -1.74
H -0.02 0.74 -2.67
H -0.18 2.22 0.46


Most stable: #b. Least stable: #a.


#a
14
Properties=species:S:1:pos:R:3 method="wB97M-V/def2-TZVPD" smiles=C#C[C@@H](C)CC#N orbital_gap_ev=11.155 e_lumo_ha=0.03001
H -0.06 -0.46 1.49
H -0.42 -2.01 -0.37
H 0.14 1.92 -0.41
C 1.47 -0.29 0.08
C -2.02 -0.79 -0.39
C -0.17 1.44 0.50
C -0.65 -0.98 -0.55
H -1.24 1.59 0.58
N -3.12 -0.58 -0.23
C 0.18 -0.02 0.53
C 2.57 -0.40 -0.27
H -0.43 -0.80 -1.59
H 0.26 2.00 1.31
H 3.49 -0.61 -0.70


#b
14
Properties=species:S:1:pos:R:3 method="wB97M-V/def2-TZVPD" smiles="[H]/N=C1/C[C@]1(C)C#C" orbital_gap_ev=9.329 e_lumo_ha=0.03266
C 0.32 1.51 -0.06
C -1.93 -0.96 -1.51
H 0.30 1.98 -1.13
C -0.18 0.17 0.08
H -0.37 2.29 0.33
H -2.52 -1.34 -2.35
H 0.35 0.18 2.20
H 1.33 1.57 0.33
C -1.19 -0.28 -0.86
H 2.15 -1.39 -0.83
C -0.04 -0.41 1.48
C 0.87 -0.88 0.50
N 1.85 -1.47 0.07
H -0.96 -0.98 1.74


Most stable: #a. Least stable: #b.


#a
14
Properties=species:S:1:pos:R:3 method="wB97M-V/def2-TZVPD" smiles="C=C=C(C)N1C=C1" orbital_gap_ev=7.857 e_lumo_ha=0.00505
C -1.66 -1.04 -0.01
C 2.08 -0.09 0.14
C -0.37 1.07 -0.14
H 0.31 3.01 -0.54
H -1.31 2.87 0.35
H -2.53 -0.41 -0.16
C -0.39 -0.23 0.05
C 1.78 -1.22 -0.47
N 0.76 -0.93 0.38
H 2.84 0.09 0.88
H -1.79 -1.60 0.92
H 2.33 -2.15 -0.47
H -1.61 -1.76 -0.83
C -0.46 2.37 -0.11


#b
14
Properties=species:S:1:pos:R:3 method="wB97M-V/def2-TZVPD" orbital_gap_ev=7.904 e_lumo_ha=-0.00991
C -0.82 0.56 -1.20
H 0.46 -2.17 0.04
C -0.08 -0.12 -0.25
C -0.40 -1.52 0.23
H -1.60 0.26 -0.38
C 1.03 0.59 1.86
C -1.22 1.56 -1.93
H 1.27 1.55 0.01
H -1.26 -1.93 -0.30
H 2.03 -0.05 0.14
H -0.60 -1.55 1.31
C 1.13 0.54 0.39
N 0.92 0.60 3.01
H -0.86 1.68 -2.95


Most stable: #b. Least stable: #a.


#a
14
Properties=species:S:1:pos:R:3 method="wB97M-V/def2-TZVPD" smiles=C#C[C@@H](C)CC#N orbital_gap_ev=11.303 e_lumo_ha=0.02843
H -0.39 -1.80 0.60
C 2.00 -0.06 -1.09
H 0.41 1.18 -1.66
H 0.10 -0.57 -1.65
C 0.58 0.26 -1.10
H -3.55 1.40 0.05
C 0.16 -0.99 1.10
C -1.38 0.76 0.25
H 1.21 -1.28 1.18
H 0.59 1.10 0.86
C -2.53 1.10 0.13
N 3.04 -0.58 -1.12
C 0.02 0.33 0.33
H -0.25 -0.88 2.11


#b
14
Properties=species:S:1:pos:R:3 method="wB97M-V/def2-TZVPD" smiles=C1[C@@H]2[C@H]3[C@@H]2N2[C@H]3[C@H]12 orbital_gap_ev=10.056 e_lumo_ha=0.04237
C 0.09 0.45 -1.06
C 0.71 -0.57 1.01
H 1.28 -1.05 1.80
C -1.02 -0.54 -0.77
H 2.32 0.28 -0.47
H 0.28 0.80 -2.07
H -1.99 -0.04 -0.90
C 1.29 0.24 -0.14
C 0.25 1.28 0.19
C -0.73 -0.78 0.69
N -0.29 0.47 1.34
H 0.16 2.33 0.42
H -1.35 -1.41 1.32
H -1.00 -1.45 -1.36


#c
14
Properties=species:S:1:pos:R:3 method="wB97M-V/def2-TZVPD" orbital_gap_ev=8.221 e_lumo_ha=0.03471
C -0.90 -0.93 0.21
H 0.34 -2.69 -0.20
H 2.84 0.62 0.17
H -1.36 -0.55 1.13
C 1.43 -1.07 0.54
N -0.63 1.35 -0.60
C -0.33 0.19 -0.59
H 0.09 -2.37 1.53
H -0.04 3.28 -0.29
H -1.41 2.99 -1.52
C 0.24 -1.90 0.56
C 2.07 -0.09 0.27
C -0.68 2.60 -0.82
H -1.67 -1.41 -0.39


Most stable: #a. Least stable: #c.


#a
21
Properties=species:S:1:pos:R:3 method="wB97M-V/def2-TZVPD" smiles=NCCCCCN orbital_gap_ev=9.665 e_lumo_ha=0.04325
C -0.26 -0.14 1.21
H -0.77 0.72 1.60
H -0.94 0.90 -1.51
H -0.26 -1.39 -0.63
C 1.18 0.45 0.93
H -2.75 1.99 -0.74
H 2.13 -1.80 0.37
H -2.17 -0.26 -1.69
H -1.61 -1.49 0.52
H -0.20 -0.90 2.00
H 3.08 -1.32 -1.04
H -3.23 0.84 0.29
C -1.63 0.25 -0.88
N 2.27 -1.21 -0.45
H 2.51 0.88 -0.79
H 1.96 0.09 1.59
C -0.93 -0.78 0.02
H 0.99 0.22 -1.26
C 1.77 0.15 -0.49
H 1.28 1.52 1.08
N -2.42 1.27 -0.12


#b
21
Properties=species:S:1:pos:R:3 method="wB97M-V/def2-TZVPD" orbital_gap_ev=7.667 e_lumo_ha=0.03231
C 0.17 1.15 0.10
H 1.18 1.34 -2.50
H 0.70 0.26 1.99
C -1.18 1.31 2.26
H 0.16 -3.35 -0.55
C 0.52 0.52 -2.21
N 0.73 0.20 -0.82
H -0.50 -0.77 0.73
C -0.19 0.53 1.42
H 1.01 1.86 0.25
H -1.44 0.74 3.16
H -2.09 1.52 1.70
H -0.78 2.27 2.62
C 0.68 -2.40 -0.39
H -0.92 -1.32 -1.17
H -0.71 1.69 -0.31
N -0.25 -1.29 -0.42
H 1.47 -2.31 -1.15
H 0.80 -0.34 -2.82
H -0.51 0.82 -2.45
H 1.16 -2.42 0.59


#c
21
Properties=species:S:1:pos:R:3 method="wB97M-V/def2-TZVPD" smiles=CNCC[C@H](C)N orbital_gap_ev=9.809 e_lumo_ha=0.03920
C -1.33 -0.65 -1.48
H -0.95 2.38 2.51
C 0.84 0.52 0.82
C -0.08 1.74 2.70
H -1.83 0.11 -2.10
H 0.07 -1.50 0.29
C 0.20 -0.39 -1.55
H 0.34 0.61 -1.93
H 1.86 0.62 1.17
H -0.05 1.43 3.75
H 0.77 2.37 2.45
H 0.38 -1.38 -3.30
H 1.59 -1.39 -0.11
H -1.06 0.34 1.56
N 0.86 -1.42 -2.40
H -1.53 -1.63 -1.92
N -0.13 0.46 1.94
H 0.62 -2.34 -2.04
H 0.57 1.44 0.28
H -1.85 -0.63 -0.53
C 0.72 -0.70 -0.09


Most stable: #a. Least stable: #b.